Computed, not measured: a molecular structure, C24H57MoNOP2Si4 in a non-equilibrium geometry, with the ωB97M-V functional and the def2-TZVPD basis.

Computed properties:
Expectation value of S² ... 2.07
HOMO (alpha / beta) ... -6.803 / -6.942 eV
DFT total energy ... -81294.87718 eV
Orbital gap (alpha / beta) ... 6.14 / 6.50 eV

ORCA input file:
```
! RIJCOSX wB97M-V def2-TZVPD def2/J DEFGRID3
* xyz 0 3
Mo -0.75915 0.13762 0.98841
P -1.49839 1.25145 -1.07245
P 1.37176 -1.05014 1.37852
N -1.58008 -1.41615 0.52119
H 0.93561 3.23313 -0.00613
C -0.30455 1.26641 -2.46236
H -0.61471 2.00078 -3.22162
H -0.26811 0.27063 -2.92333
H 0.69681 1.51240 -2.08452
C -2.14292 2.95793 -1.02643
H -2.67531 3.16454 -1.96761
H -1.31557 3.66942 -0.91605
H -2.83878 3.08483 -0.18685
C -2.92059 0.35574 -1.81707
H -3.32137 0.97025 -2.63728
H -3.71173 0.18664 -1.07722
H -2.59581 -0.61382 -2.21808
C 2.56632 -1.34627 0.01290
H 3.42677 -1.92888 0.37344
H 2.90660 -0.37868 -0.37778
H 2.06982 -1.89647 -0.79666
C 2.44121 -0.46186 2.73127
H 3.25667 -1.18548 2.87674
H 1.87893 -0.35298 3.66847
H 2.85396 0.51043 2.43490
C 0.97612 -2.78142 1.85411
H 1.88991 -3.25840 2.23897
H 0.63067 -3.33825 0.97227
H 0.19480 -2.82618 2.62238
C -1.87087 -2.51065 -0.23817
C -1.41840 -3.84158 -2.22205
C -1.09056 -2.76539 -1.40084
C -2.95482 -3.36575 0.09150
C -3.25715 -4.43303 -0.73800
C -2.49828 -4.67090 -1.89497
H -0.81812 -4.03374 -3.11891
H -0.25173 -2.10093 -1.62546
H -3.53413 -3.14274 0.99379
H -4.09037 -5.09021 -0.48333
H -2.74887 -5.50873 -2.55257
C 1.93327 2.72545 0.11454
O 1.63332 1.38871 0.06612
C 2.83032 3.11050 -1.06089
H 3.19726 4.13466 -0.93784
H 2.30012 3.04388 -2.01618
H 3.69697 2.43894 -1.11219
C 2.50636 3.11825 1.46009
H 3.39995 2.52552 1.66992
H 1.79111 2.96016 2.27062
H 2.79970 4.17320 1.45361
C 0.07508 -0.49056 5.74513
Si -0.21536 1.29523 5.21115
C -1.22996 2.03099 6.61968
C 1.41241 2.22923 5.08330
Si -1.12897 1.47293 3.06768
Si -2.87654 -0.10752 3.02250
C -3.87682 0.46533 4.56572
C -4.18374 -0.05463 1.65119
C -2.42193 -1.89502 3.44748
Si -2.07509 3.62215 3.03917
C -2.18729 4.54331 4.67204
C -0.89208 4.56477 1.93564
C -3.81967 3.62666 2.34121
H -0.86069 -1.05893 5.81684
H 0.77164 -1.04667 5.11012
H 0.50881 -0.44238 6.75723
H -0.94194 1.50067 7.53952
H -1.00973 3.09521 6.76503
H -2.31288 1.91820 6.49576
H 2.17080 1.67656 4.51479
H 1.78755 2.37094 6.10781
H 1.29014 3.21839 4.62147
H -4.10381 1.54037 4.59399
H -4.83687 -0.07408 4.52130
H -3.38863 0.19681 5.51328
H -4.05143 -0.84318 0.89832
H -5.15705 -0.22722 2.14056
H -4.24465 0.91282 1.13522
H -2.31207 -2.53798 2.56362
H -1.50502 -1.97868 4.04279
H -3.24853 -2.30160 4.05274
H -1.20099 4.71811 5.11755
H -2.64255 5.52247 4.45817
H -2.81667 4.03027 5.40805
H -0.59766 4.00688 1.04154
H -1.39061 5.49222 1.62013
H 0.02152 4.83528 2.47994
H -3.83824 3.76539 1.25602
H -4.39821 2.72878 2.58726
H -4.33590 4.48794 2.79049
*
```

These are the Mulliken partial charges, in e, on atoms 1 to 4: -1.94 1.18 1.57 0.63